# 1
Here is a cluster of 2 separate species, C9H14O2 in total in a non-equilibrium geometry from OMol25. Energies are from ωB97M-V with the def2-TZVPD basis set.

Last column: Mulliken charge in e.
Element x y z (Å)
C: -1.147 -0.450 -0.224  1.0908
C: -0.769 -1.614 0.801  -0.6880
C: 0.666 -1.208 1.222  -0.2774
C: 1.503 -1.355 -0.019  -0.7564
C: 1.055 -0.412 -1.085  0.0466
C: 1.351 1.119 -0.641  -0.5334
C: 0.472 1.735 0.460  0.5531
C: -0.855 0.868 0.476  -1.5058
C: -0.431 -0.623 -1.574  -1.3271
H: -3.021 -0.541 0.266  0.4294
H: -0.852 -2.631 0.174  0.2757
H: -1.756 -1.634 1.500  0.3768
H: 0.452 0.262 1.321  0.0689
H: 1.004 -1.630 2.356  0.2707
H: 1.723 -2.467 -0.364  0.3239
H: 2.588 -1.087 0.290  0.3152
H: 1.706 -0.343 -1.925  0.3122
H: 1.097 1.927 -1.437  0.3176
H: 2.463 0.933 -0.523  0.2759
H: -1.037 0.978 1.575  0.4544
H: -1.521 1.545 -0.052  0.3899
H: -0.528 0.251 -2.205  0.4468
H: -0.741 -1.494 -2.193  0.3686
O: -2.481 -0.413 -0.606  -0.6213
O: 0.901 2.609 1.196  -0.6071

Values from the calculation:
Gap between HOMO and LUMO   9.9497 eV
HOMO energy   -9.24 eV
Energy   -501.6270 a.u.
Total charge   0
Molecular weight   154.2 g/mol
Energy above the lowest of the compared OMol25 structures with the same formula, charge and spin   131.2 kcal per mole

# 2
Here is a structure of composition C22H38CdN3O4PS2 from OMol25. Energies are from ωB97M-V with the def2-TZVPD basis set.

Last column: Mulliken charge in e.
Element x y z (Å)
Cd: -0.052 0.636 0.720  1.2876
C: -1.699 0.076 2.009  -2.4050
C: -1.684 -1.147 2.653  1.3068
C: -0.505 -1.803 3.191  -0.1096
C: -0.572 -2.990 3.881  -0.5323
C: -1.778 -3.681 4.078  -0.5981
C: -2.933 -3.100 3.533  -0.2850
C: -2.906 -1.902 2.856  -0.5522
H: 0.451 -1.307 3.063  0.3151
H: 0.356 -3.408 4.267  0.3332
H: -1.815 -4.622 4.615  0.3027
H: -3.890 -3.605 3.649  0.2888
H: -3.827 -1.488 2.458  0.3109
C: 0.530 -5.195 1.124  -1.1021
C: -0.834 -4.639 0.773  0.1783
O: -0.819 -3.910 -0.468  -0.4528
P: -0.192 -2.396 -0.368  0.8968
O: 1.184 -2.594 -1.239  -0.4753
C: 2.344 -1.912 -0.746  0.4253
C: 3.570 -2.655 -1.225  -1.5508
O: -1.076 -1.730 -1.562  -0.5831
C: -2.430 -1.366 -1.229  0.1485
C: -3.128 -0.946 -2.500  -1.4192
H: 0.475 -5.743 2.068  0.4331
H: 1.255 -4.387 1.249  0.1577
H: 0.898 -5.864 0.342  0.2997
H: -1.203 -4.002 1.580  -0.0846
H: -1.555 -5.447 0.630  0.3347
H: 2.315 -1.851 0.346  0.2721
H: 2.351 -0.880 -1.110  -0.0561
H: 3.606 -3.659 -0.799  0.3182
H: 4.473 -2.116 -0.930  0.3973
H: 3.560 -2.745 -2.313  0.3024
H: -2.418 -0.551 -0.499  -0.0548
H: -2.926 -2.223 -0.763  0.4158
H: -3.203 -1.778 -3.204  0.4084
H: -2.587 -0.123 -2.971  0.1069
H: -4.135 -0.590 -2.268  0.3786
N: 1.951 3.183 2.427  -0.6510
H: 1.067 3.480 2.032  0.1762
H: 2.661 3.273 1.706  0.1532
H: 2.195 3.795 3.197  0.2277
S: 4.388 2.449 -0.239  -0.3242
C: 3.232 3.493 -0.803  0.0189
N: 2.087 3.189 -1.408  0.2087
C: 1.222 4.298 -1.805  0.2144
C: 1.633 5.483 -0.941  -0.4998
S: 3.412 5.247 -0.673  -0.1588
H: 1.649 2.290 -1.195  -0.1355
H: 0.180 4.022 -1.654  -0.4138
H: 1.378 4.512 -2.866  0.1850
H: 1.125 5.452 0.024  0.2540
H: 1.443 6.440 -1.422  0.4107
O: 3.175 0.312 2.361  -0.5760
H: 2.472 0.966 2.510  0.3167
H: 3.628 0.699 1.600  0.2218
C: -2.134 3.352 0.311  -1.2306
C: -1.719 2.908 -1.060  -0.1042
C: -2.118 3.398 -2.296  -0.6238
C: -1.432 2.629 -3.271  -0.8683
C: -0.653 1.719 -2.572  -0.2159
C: 0.278 0.675 -3.113  -0.5594
N: -0.830 1.883 -1.226  1.0688
H: -3.155 3.744 0.304  0.3763
H: -1.490 4.147 0.711  0.0853
H: -2.112 2.516 1.016  0.0502
H: -2.829 4.196 -2.468  0.4142
H: -1.492 2.725 -4.348  0.4274
H: 0.993 1.099 -3.828  0.3830
H: -0.244 -0.146 -3.610  0.2645
H: 0.839 0.216 -2.296  -0.4539

Values from the calculation:
Gap between HOMO and LUMO (alpha / beta)   3.3147 / 2.9350 eV
HOMO energy (alpha / beta)   0.51 / 0.92 eV
Energy   -2631.7182 a.u.
Total charge   -2
Molecular weight   616.1 g/mol
Energy above the lowest of the compared OMol25 structures with the same formula, charge and spin   53.4 kcal per mole

# 3
Here is a structure of composition C7H27HgN4O9 in a non-equilibrium geometry from OMol25. Energies are from ωB97M-V with the def2-TZVPD basis set.

Last column: Mulliken spin population.
Element x y z (Å)
Hg: -0.873 0.953 -3.558  -0.4341
C: -0.992 0.506 -0.085  0.0089
O: -0.463 0.248 -1.353  0.4316
H: -1.785 1.249 -0.172  0.0094
H: -1.431 -0.387 0.360  -0.0099
H: -0.334 0.789 0.737  0.0197
C: -2.333 -2.880 3.488  0.0703
C: -2.059 -1.796 2.549  0.0600
O: -2.063 -0.485 3.190  0.2470
O: -2.553 -4.005 2.613  0.3574
H: -3.254 -2.556 3.973  0.1045
H: -1.616 -3.114 4.275  0.0439
H: -2.808 -1.745 1.759  0.0279
H: -1.100 -1.861 2.036  0.0917
H: -2.336 0.229 2.609  -0.0056
H: -2.688 -4.831 3.084  -0.0077
C: 1.602 -3.955 -1.359  0.0008
C: 1.461 -2.699 -0.491  0.0003
O: 1.829 -1.617 -1.272  0.0107
O: 0.572 -3.971 -2.282  0.0002
H: 1.479 -4.873 -0.785  -0.0001
H: 2.580 -4.197 -1.776  0.0004
H: 2.131 -2.660 0.368  0.0009
H: 0.447 -2.664 -0.091  -0.0010
H: 1.207 -0.893 -1.172  -0.0097
H: 0.936 -3.450 -3.002  0.0001
C: 0.011 4.889 0.611  0.0001
O: 0.986 5.613 0.554  0.0000
N: -0.800 4.542 -0.366  0.0001
N: -0.407 4.363 1.728  -0.0001
H: -0.558 4.855 -1.295  -0.0001
H: -1.717 4.160 -0.181  0.0001
H: -1.283 3.867 1.646  -0.0001
H: 0.004 4.735 2.572  0.0000
C: 1.699 2.755 -2.738  0.0069
O: 0.970 2.137 -3.410  -0.0201
N: 1.611 2.848 -1.480  -0.0006
N: 2.706 3.437 -3.137  -0.0030
H: 0.780 2.496 -1.026  -0.0015
H: 2.546 2.966 -1.118  0.0002
H: 3.159 4.123 -2.551  -0.0007
H: 2.947 3.313 -4.110  0.0005
O: -1.977 -2.395 -2.044  -0.0070
H: -1.348 -1.726 -1.774  0.0040
H: -1.439 -3.099 -2.405  0.0016
O: 1.910 -1.133 2.565  0.0023
H: 1.976 -0.397 1.957  0.0000
H: 2.666 -1.683 2.360  0.0000

Values from the calculation:
Gap between HOMO and LUMO (alpha / beta)   4.9045 / 2.3227 eV
HOMO energy (alpha / beta)   -14.61 / -14.61 eV
Energy   -1331.6474 a.u.
Total charge   +2
Molecular weight   511.9 g/mol
2S+1   2